Record 1
DFT (wB97M-V/def2-TZVPD) results for a 16-piece molecular cluster, C58H162N14O16 overall at a distorted geometry.

Output
Net charge: 0
Orbital gap: 8.848 eV
Energy relative to the best compared isomer or geometry (same formula, charge and spin): 0.0 kcal/mol

Positions of all 250 atoms, in Å:
1 C 17.420 -7.744 20.049
2 O 18.705 -7.617 19.483
3 H 16.615 -7.284 19.466
4 H 17.122 -8.773 20.272
5 H 17.376 -7.216 21.003
6 H 18.807 -8.336 18.819
7 C 27.411 -9.204 24.526
8 O 26.859 -7.929 24.354
9 H 26.613 -9.967 24.519
10 H 28.105 -9.475 23.724
11 H 27.872 -9.362 25.504
12 H 26.915 -7.679 23.408
13 C 26.170 -10.192 18.502
14 C 27.486 -9.585 18.079
15 C 28.682 -10.329 18.689
16 O 28.596 -10.299 20.103
17 C 29.475 -11.237 20.688
18 N 27.504 -9.567 16.613
19 H 26.089 -10.249 19.590
20 H 25.991 -11.217 18.164
21 H 25.328 -9.588 18.161
22 H 27.509 -8.545 18.411
23 H 29.575 -9.791 18.347
24 H 28.700 -11.372 18.351
25 H 29.153 -12.273 20.545
26 H 29.449 -11.073 21.767
27 H 30.505 -11.105 20.348
28 H 27.384 -10.516 16.267
29 H 28.398 -9.274 16.228
30 C 23.703 -9.050 22.287
31 C 23.579 -9.006 20.774
32 C 22.149 -9.271 20.277
33 O 21.785 -10.561 20.720
34 C 20.471 -10.962 20.402
35 N 24.120 -7.725 20.264
36 H 23.147 -8.311 22.863
37 H 24.755 -8.833 22.518
38 H 23.536 -10.062 22.651
39 H 24.182 -9.831 20.387
40 H 22.094 -9.278 19.179
41 H 21.486 -8.493 20.678
42 H 20.418 -11.313 19.363
43 H 19.775 -10.116 20.434
44 H 20.142 -11.765 21.060
45 H 23.490 -7.340 19.567
46 H 24.015 -7.109 21.065
47 C 26.566 -3.321 13.538
48 C 26.604 -3.429 15.060
49 C 26.171 -4.795 15.516
50 O 25.980 -4.802 16.912
51 C 25.522 -6.059 17.374
52 N 27.998 -3.199 15.464
53 H 25.566 -3.404 13.101
54 H 27.136 -4.125 13.069
55 H 26.959 -2.362 13.198
56 H 25.978 -2.642 15.499
57 H 26.962 -5.524 15.294
58 H 25.294 -5.072 14.915
59 H 24.595 -6.394 16.901
60 H 25.381 -5.996 18.451
61 H 26.323 -6.788 17.208
62 H 28.309 -2.255 15.276
63 H 28.062 -3.340 16.468
64 C 13.304 -13.269 18.709
65 C 13.403 -12.268 19.850
66 C 14.784 -11.630 19.920
67 O 15.761 -12.636 20.150
68 C 17.047 -12.148 19.856
69 N 12.378 -11.244 19.602
70 H 14.115 -13.994 18.663
71 H 13.237 -12.761 17.741
72 H 12.359 -13.813 18.769
73 H 13.168 -12.793 20.777
74 H 14.834 -10.904 20.741
75 H 14.970 -11.080 18.989
76 H 17.195 -11.818 18.823
77 H 17.828 -12.900 19.988
78 H 17.291 -11.353 20.568
79 H 12.320 -11.001 18.619
80 H 12.665 -10.377 20.050
81 C 23.426 -9.465 25.690
82 C 24.112 -9.083 26.981
83 C 24.871 -10.284 27.601
84 O 23.985 -11.378 27.615
85 C 24.402 -12.543 28.291
86 N 25.090 -7.984 26.801
87 H 22.670 -10.207 25.944
88 H 24.105 -9.927 24.968
89 H 22.985 -8.597 25.199
90 H 23.463 -8.649 27.743
91 H 25.098 -9.967 28.625
92 H 25.753 -10.469 26.978
93 H 25.431 -12.847 28.076
94 H 23.727 -13.359 28.046
95 H 24.312 -12.381 29.372
96 H 25.883 -8.070 27.429
97 H 25.504 -8.001 25.869
98 C 20.207 -8.418 16.147
99 C 18.729 -8.702 16.468
100 C 17.967 -9.246 15.277
101 O 16.623 -9.431 15.608
102 C 15.827 -10.144 14.668
103 N 18.818 -9.691 17.559
104 H 20.764 -9.316 15.882
105 H 20.649 -7.855 16.966
106 H 20.264 -7.777 15.258
107 H 18.265 -7.762 16.784
108 H 18.405 -10.241 15.087
109 H 18.151 -8.626 14.389
110 H 15.605 -9.445 13.860
111 H 14.905 -10.406 15.184
112 H 16.315 -11.075 14.375
113 H 17.975 -10.268 17.563
114 H 19.497 -10.399 17.281
115 C 27.483 -5.531 20.801
116 C 28.174 -6.852 21.064
117 C 29.357 -6.725 22.005
118 O 30.272 -5.790 21.487
119 C 31.398 -5.688 22.332
120 N 27.237 -7.916 21.517
121 H 27.451 -5.055 21.790
122 H 26.503 -5.502 20.330
123 H 28.116 -4.905 20.171
124 H 28.501 -7.258 20.093
125 H 29.805 -7.713 22.176
126 H 28.967 -6.356 22.966
127 H 32.070 -4.919 21.949
128 H 31.932 -6.642 22.343
129 H 31.150 -5.342 23.341
130 H 26.396 -7.881 20.947
131 H 27.736 -8.762 21.250
132 C 17.025 -5.310 25.736
133 C 18.562 -5.264 25.700
134 C 19.123 -5.389 24.274
135 O 18.797 -6.681 23.824
136 C 19.545 -7.056 22.685
137 N 18.943 -3.978 26.323
138 H 16.671 -5.109 26.743
139 H 16.677 -6.297 25.427
140 H 16.644 -4.616 24.983
141 H 18.946 -6.088 26.303
142 H 20.211 -5.263 24.340
143 H 18.668 -4.605 23.655
144 H 19.197 -7.993 22.252
145 H 20.606 -7.027 22.948
146 H 19.377 -6.391 21.827
147 H 19.861 -3.687 25.982
148 H 18.364 -3.266 25.876
149 C 22.644 -13.360 22.823
150 C 22.715 -12.597 24.115
151 C 21.409 -12.713 24.910
152 O 20.299 -12.254 24.176
153 C 20.387 -10.867 23.870
154 N 23.845 -13.014 24.975
155 H 21.973 -12.826 22.144
156 H 22.239 -14.364 22.957
157 H 23.602 -13.385 22.301
158 H 22.893 -11.528 23.960
159 H 21.525 -12.177 25.864
160 H 21.229 -13.742 25.230
161 H 20.440 -10.294 24.798
162 H 19.503 -10.599 23.293
163 H 21.239 -10.645 23.224
164 H 24.714 -12.756 24.486
165 H 23.865 -12.382 25.777
166 C 23.821 -5.423 23.972
167 C 24.272 -4.569 22.794
168 C 23.135 -4.268 21.829
169 O 22.515 -5.447 21.358
170 C 21.547 -5.191 20.358
171 N 24.672 -3.270 23.377
172 H 22.795 -5.138 24.230
173 H 24.396 -5.424 24.897
174 H 23.702 -6.474 23.690
175 H 25.148 -5.022 22.319
176 H 23.479 -3.708 20.945
177 H 22.456 -3.543 22.298
178 H 20.632 -4.787 20.802
179 H 21.285 -6.183 19.989
180 H 21.892 -4.518 19.569
181 H 25.495 -3.473 23.937
182 H 24.995 -2.619 22.665
183 C 28.895 -13.352 25.469
184 C 27.436 -13.137 25.106
185 C 27.343 -12.773 23.617
186 O 26.018 -12.352 23.272
187 C 26.020 -11.746 21.995
188 N 26.687 -14.357 25.421
189 H 28.907 -13.686 26.506
190 H 29.487 -12.447 25.343
191 H 29.243 -14.181 24.848
192 H 27.059 -12.240 25.608
193 H 27.652 -13.641 23.017
194 H 27.988 -11.926 23.345
195 H 26.530 -10.779 22.029
196 H 24.976 -11.527 21.746
197 H 26.331 -12.434 21.202
198 H 25.688 -14.165 25.333
199 H 26.827 -15.068 24.707
200 C 15.832 -16.498 19.083
201 C 17.119 -16.781 19.824
202 C 18.188 -15.758 19.472
203 O 19.499 -16.217 19.760
204 C 20.439 -15.185 19.750
205 N 16.935 -16.895 21.268
206 H 15.996 -16.456 18.006
207 H 15.454 -15.516 19.392
208 H 15.047 -17.218 19.315
209 H 17.508 -17.742 19.447
210 H 17.970 -14.868 20.074
211 H 18.090 -15.556 18.401
212 H 21.395 -15.601 20.077
213 H 20.284 -14.385 20.484
214 H 20.646 -14.731 18.772
215 H 16.147 -17.487 21.496
216 H 17.763 -17.318 21.671
217 C 17.548 -13.130 16.111
218 C 18.868 -13.532 16.724
219 C 19.482 -14.704 15.947
220 O 18.643 -15.832 16.058
221 C 19.122 -16.950 15.367
222 N 19.822 -12.420 16.743
223 H 17.563 -13.067 15.018
224 H 17.222 -12.135 16.424
225 H 16.794 -13.874 16.367
226 H 18.733 -13.853 17.758
227 H 20.476 -14.970 16.328
228 H 19.582 -14.378 14.902
229 H 18.452 -17.797 15.520
230 H 20.079 -17.282 15.793
231 H 19.216 -16.774 14.291
232 H 20.688 -12.796 17.128
233 H 20.127 -12.052 15.845
234 C 23.077 -12.270 18.346
235 C 23.950 -13.371 17.722
236 C 24.795 -14.061 18.779
237 O 23.937 -14.624 19.759
238 C 24.616 -15.463 20.665
239 N 23.061 -14.364 17.108
240 H 23.633 -11.753 19.129
241 H 22.173 -12.650 18.825
242 H 22.733 -11.524 17.627
243 H 24.648 -12.896 17.029
244 H 25.461 -13.355 19.290
245 H 25.405 -14.837 18.300
246 H 24.046 -15.697 21.561
247 H 25.545 -14.978 20.993
248 H 24.885 -16.397 20.158
249 H 23.672 -15.110 16.770
250 H 22.583 -14.840 17.871

Record 2
DFT (wB97M-V/def2-TZVPD) results for C58H45BrIN8O7SSeY as an isolated structure at a distorted geometry.

Output
Net charge: -2
Orbital gap: 4.688 eV
Energy relative to the best compared isomer or geometry (same formula, charge and spin): 121.3 kcal/mol

Positions of all 123 atoms, in Å:
1 Y -0.187 -0.646 0.577
2 C 2.846 -3.770 3.111
3 C 2.201 -2.709 3.948
4 N 2.017 -2.961 5.220
5 C 1.505 -1.997 6.021
6 C 1.247 -0.727 5.587
7 C 0.783 0.307 6.574
8 O 1.858 1.092 7.121
9 C 1.435 -0.419 4.216
10 C 1.335 0.948 3.761
11 N 1.385 1.286 2.533
12 C 1.383 2.626 2.147
13 C 0.835 3.692 2.861
14 C 0.879 4.980 2.347
15 C 1.469 5.230 1.114
16 C 1.983 4.173 0.371
17 C 1.924 2.889 0.883
18 I 2.426 1.235 -0.276
19 C 1.829 -1.450 3.311
20 O 1.889 -1.318 2.048
21 H 2.883 -4.700 3.678
22 H 3.865 -3.475 2.846
23 H 2.319 -3.929 2.172
24 H 1.333 -2.270 7.058
25 H 0.320 -0.183 7.430
26 H 0.033 0.964 6.125
27 H 2.425 1.344 6.387
28 H 1.270 1.721 4.538
29 H 0.330 3.503 3.801
30 H 0.428 5.792 2.905
31 H 1.492 6.235 0.711
32 H 2.393 4.339 -0.618
33 Br -3.812 1.794 -4.579
34 C -4.488 2.421 -2.913
35 C -4.816 3.759 -2.785
36 C -5.285 4.219 -1.562
37 C -5.394 3.365 -0.472
38 C -5.119 2.006 -0.648
39 C -4.649 1.531 -1.861
40 N -5.895 3.954 0.743
41 N -5.384 3.731 1.870
42 C -4.163 3.076 2.065
43 C -4.093 2.301 3.214
44 C -3.092 1.370 3.436
45 C -2.103 1.134 2.461
46 O -1.207 0.251 2.571
47 C -2.094 2.030 1.305
48 N -1.097 1.837 0.407
49 C -0.960 2.687 -0.583
50 C -1.764 3.834 -0.695
51 C -2.806 4.006 0.168
52 C -3.045 3.047 1.171
53 H -4.702 4.434 -3.623
54 H -5.544 5.264 -1.430
55 H -5.206 1.304 0.173
56 H -4.362 0.485 -1.943
57 H -4.915 2.404 3.916
58 H -3.091 0.743 4.319
59 H -0.183 2.470 -1.309
60 H -1.562 4.569 -1.457
61 H -3.451 4.872 0.084
62 O 2.099 -1.312 -1.938
63 S 1.473 -2.632 -1.712
64 O 1.258 -3.743 -2.997
65 N 0.877 -2.750 -0.209
66 C 0.524 -3.955 0.340
67 C 0.806 -5.211 -0.183
68 C 0.475 -6.392 0.511
69 C -0.154 -6.360 1.720
70 C -0.512 -5.102 2.270
71 C -1.196 -4.993 3.501
72 C -1.543 -3.765 3.975
73 C -1.213 -2.627 3.216
74 N -0.561 -2.692 2.082
75 C -0.197 -3.909 1.591
76 C 3.102 -3.475 -1.399
77 C 3.760 -3.071 -0.237
78 C 5.041 -3.527 0.030
79 C 5.688 -4.384 -0.852
80 C 5.037 -4.780 -2.009
81 C 3.751 -4.326 -2.287
82 H 1.310 -5.298 -1.133
83 H 0.740 -7.344 0.064
84 H -0.401 -7.267 2.259
85 H -1.436 -5.897 4.049
86 H -2.068 -3.644 4.913
87 H -1.492 -1.632 3.540
88 H 3.262 -2.402 0.459
89 H 5.539 -3.206 0.939
90 H 6.690 -4.738 -0.638
91 H 5.528 -5.448 -2.708
92 H 3.258 -4.640 -3.194
93 C -1.255 4.674 -4.404
94 O -0.236 4.258 -5.308
95 C 0.804 3.591 -4.680
96 C 1.963 4.257 -4.340
97 C 3.045 3.544 -3.838
98 C 2.937 2.171 -3.680
99 C 1.763 1.501 -3.992
100 C 0.678 2.208 -4.500
101 N -0.512 1.639 -4.957
102 C -0.747 0.317 -5.238
103 C -0.532 -0.802 -4.517
104 C -0.653 -2.064 -5.266
105 C -0.405 -3.272 -4.768
106 C -0.126 -3.463 -3.316
107 C -0.274 -2.246 -2.466
108 C -0.317 -0.895 -3.049
109 O -0.253 0.065 -2.289
110 H -0.838 5.325 -3.631
111 H -1.730 3.809 -3.931
112 H -1.996 5.222 -4.984
113 H 2.015 5.327 -4.506
114 H 3.958 4.059 -3.566
115 H 3.762 1.600 -3.274
116 H 1.698 0.438 -3.818
117 H -1.037 2.287 -5.523
118 H -1.173 0.173 -6.231
119 H -0.925 -1.966 -6.314
120 H -0.490 -4.148 -5.402
121 H -0.726 -4.294 -2.932
122 H -1.069 -2.262 -1.694
123 Se -2.624 -1.232 -0.103

Record 3
DFT (wB97M-V/def2-TZVPD) results for C58H46N5NiO2S3Sb as an isolated structure at a distorted geometry.

Output
Net charge: +2
Orbital gap (spin up / spin down): 4.520 / 4.822 eV

Positions of all 116 atoms, in Å:
1 Ni 2.070 2.099 0.962
2 C 1.275 -6.808 -2.732
3 C 1.310 -5.565 -1.895
4 C 0.814 -5.574 -0.591
5 C 0.870 -4.444 0.204
6 C 1.429 -3.288 -0.321
7 C 1.911 -3.239 -1.619
8 C 1.851 -4.380 -2.398
9 S 1.537 -1.880 0.776
10 O 2.455 -2.141 1.858
11 C -0.161 -1.687 1.370
12 C -1.067 -1.637 0.290
13 C -2.378 -1.355 0.503
14 C -2.844 -1.102 1.815
15 C -4.187 -0.732 2.046
16 C -4.629 -0.465 3.312
17 C -3.750 -0.582 4.403
18 C -2.448 -0.951 4.212
19 C -1.949 -1.215 2.913
20 C -0.567 -1.523 2.682
21 C 0.339 -1.588 3.866
22 C 0.213 -2.606 4.847
23 C -0.674 -3.699 4.693
24 C -0.774 -4.651 5.668
25 C 0.013 -4.566 6.834
26 C 0.897 -3.539 6.998
27 C 1.029 -2.533 6.012
28 C 1.956 -1.474 6.157
29 C 2.091 -0.523 5.185
30 C 1.255 -0.584 4.065
31 S 1.460 0.457 2.645
32 O 2.551 1.469 2.896
33 C -0.037 1.479 2.694
34 C -0.399 2.028 1.458
35 C -1.459 2.919 1.388
36 C -2.175 3.256 2.534
37 C -3.345 4.191 2.458
38 C -1.790 2.703 3.758
39 C -0.720 1.829 3.846
40 H 0.829 -7.632 -2.181
41 H 2.284 -7.096 -3.028
42 H 0.705 -6.649 -3.647
43 H 0.393 -6.485 -0.185
44 H 0.500 -4.459 1.222
45 H 2.338 -2.325 -2.010
46 H 2.237 -4.356 -3.409
47 H -0.693 -1.829 -0.705
48 H -3.069 -1.319 -0.328
49 H -4.855 -0.659 1.198
50 H -5.654 -0.162 3.478
51 H -4.112 -0.377 5.402
52 H -1.788 -1.038 5.064
53 H -1.270 -3.769 3.792
54 H -1.457 -5.479 5.542
55 H -0.086 -5.330 7.593
56 H 1.512 -3.483 7.887
57 H 2.574 -1.437 7.044
58 H 2.821 0.274 5.257
59 H 0.099 1.708 0.529
60 H -1.744 3.353 0.438
61 H -3.600 4.419 1.426
62 H -3.123 5.130 2.968
63 H -4.212 3.749 2.948
64 H -2.339 2.966 4.653
65 H -0.410 1.427 4.802
66 N 3.852 3.717 -2.463
67 C 3.308 2.612 -1.949
68 N 2.876 2.885 -0.736
69 C 3.201 4.205 -0.551
70 N 3.791 4.730 -1.589
71 C 2.920 4.836 0.725
72 C 3.329 6.120 1.072
73 N 3.058 6.618 2.267
74 C 2.414 5.851 3.134
75 C 2.026 4.554 2.811
76 N 2.267 4.061 1.602
77 H 4.287 3.850 -3.364
78 H 3.246 1.658 -2.447
79 H 3.888 6.730 0.375
80 H 2.207 6.274 4.108
81 H 1.535 3.905 3.524
82 S 1.976 -0.302 -0.384
83 Sb 0.104 0.645 -3.045
84 C -0.203 2.662 -3.810
85 C 0.830 3.149 -4.606
86 C 0.791 4.454 -5.079
87 C -0.267 5.283 -4.730
88 C -1.291 4.801 -3.931
89 C -1.258 3.493 -3.460
90 C 0.804 -0.110 -4.942
91 C 2.038 -0.719 -5.117
92 C 2.408 -1.185 -6.374
93 C 1.543 -1.041 -7.446
94 C 0.304 -0.439 -7.269
95 C -0.070 0.027 -6.017
96 C -1.651 -0.636 -3.170
97 C -1.334 -1.982 -3.323
98 C -2.341 -2.925 -3.455
99 C -3.670 -2.521 -3.438
100 C -3.985 -1.181 -3.271
101 C -2.977 -0.233 -3.120
102 H 1.658 2.502 -4.880
103 H 1.586 4.820 -5.716
104 H -0.288 6.306 -5.082
105 H -2.120 5.446 -3.666
106 H -2.061 3.130 -2.829
107 H 2.716 -0.828 -4.276
108 H 3.373 -1.655 -6.512
109 H 1.833 -1.396 -8.426
110 H -0.374 -0.328 -8.105
111 H -1.036 0.497 -5.882
112 H -0.296 -2.297 -3.351
113 H -2.083 -3.971 -3.567
114 H -4.457 -3.254 -3.554
115 H -5.021 -0.868 -3.251
116 H -3.236 0.809 -2.977

Q: Look up the net charge of the first one.
A: 0

Q: Which of these has the highest net charge?
A: C58H46N5NiO2S3Sb